w.
This record from the OMol25 dataset describes the molecule C5H8FNS. The level of theory is the ωB97M-V functional and the def2-TZVPD basis.

Last column: natural (NBO) charge in e.
Element x y z (Å)
C (0.67, 2.28, 0.21)  -0.645
C (0.07, 1.35, -0.92)  0.170
F (0.59, 1.66, -2.15)  -0.350
C (0.25, -0.12, -0.55)  -0.127
S (1.55, -0.87, -1.19)  -0.078
C (-0.80, -0.55, 0.25)  -0.441
C (-0.91, -1.81, 0.81)  0.148
N (-0.05, -2.81, 0.56)  -0.763
H (0.67, 3.36, -0.09)  0.225
H (0.08, 2.16, 1.11)  0.218
H (1.77, 2.01, 0.31)  0.228
H (-0.98, 1.45, -1.06)  0.160
H (-1.58, 0.19, 0.43)  0.217
H (-1.79, -1.94, 1.47)  0.207
H (0.70, -2.63, -0.09)  0.428
H (-0.25, -3.76, 0.92)  0.404

Properties
- Kohn-Sham gap (hartree) = 0.3046
- SMILES = C[C@@H](F)C(=S)/C=C\N
- E_LUMO (eV) = -0.05

x.
This record from the OMol25 dataset describes the molecule C5H8FNS. The level of theory is the ωB97M-V functional and the def2-TZVPD basis.

Last column: natural (NBO) charge in e.
Element x y z (Å)
C (1.69, 2.03, -0.05)  -0.412
N (0.69, 1.15, -0.65)  -0.649
C (-0.17, 0.40, 0.13)  -0.015
C (0.32, -0.84, 0.75)  -0.264
S (1.42, -1.74, -0.06)  0.034
C (-1.40, 1.04, 0.83)  -0.474
C (-1.73, 0.29, -0.35)  0.247
F (-2.37, -0.90, -0.47)  -0.332
H (2.38, 2.46, -0.77)  0.215
H (1.09, 3.17, 0.23)  0.166
H (2.33, 1.75, 0.87)  0.190
H (1.21, 0.38, -1.26)  0.385
H (-0.39, -1.20, 1.63)  0.214
H (-1.52, 0.80, 1.92)  0.251
H (-1.64, 2.10, 0.51)  0.251
H (-1.97, 0.87, -1.28)  0.193

Properties
- Kohn-Sham gap (hartree) = 0.3113
- SMILES = CN[C@@]1(C=S)C[C@@H]1F
- E_LUMO (eV) = -0.47

The structure shown above that is least stable: x.